50
Properties=species:S:1:pos:R:3:forces:R:3 method="wB97M-V/def2-TZVPD" relative_energy_kj_mol=2.74 charge=-1 total_energy_ev=-82418.493 multiplicity=1 e_lumo_ev=-0.4
Cl -2.1918 -0.2168 6.5797 0.12 -0.08 -0.02
C -1.3720 0.8164 5.4843 1.04 -1.44 -1.36
C -0.5646 0.2952 4.4860 -1.14 -0.01 1.54
Cl -0.2483 -1.3700 4.4027 -0.06 -0.32 -0.13
C 0.0930 1.1204 3.4745 1.08 -0.19 -1.26
O 0.7223 0.6511 2.5319 -1.02 0.80 1.56
C 0.0171 2.6317 3.7184 1.27 1.01 -1.29
O 0.7133 3.4102 3.0702 -1.10 -1.27 0.93
C -0.8821 3.0980 4.7776 -0.98 -0.83 1.44
Cl -1.0082 4.7823 4.9676 -0.06 0.31 -0.02
C -1.5451 2.2284 5.6280 0.63 1.97 -1.30
Cl -2.6093 2.8276 6.8352 0.17 -0.01 -0.09
C -1.2944 -4.4984 -0.2894 -0.42 -0.22 0.09
C -0.0216 -3.7500 -0.5720 -0.08 0.72 -0.03
O -0.4700 -2.3752 -0.6780 0.01 -1.11 0.18
C 0.5071 -1.4766 -0.9078 0.56 1.67 -0.38
C 0.0901 -0.0812 -1.1154 -1.15 -1.66 -0.75
C 1.1689 0.8742 -1.5148 0.22 -0.07 0.15
C 2.2514 0.8707 -0.4386 0.02 0.03 -0.01
C 3.3774 1.8337 -0.7656 -0.07 -0.07 0.08
C 4.0000 1.5056 -2.1225 0.09 0.03 -0.06
C 2.9552 1.4565 -3.2377 -0.18 -0.05 -0.02
C 1.7962 0.5254 -2.8890 -0.29 -0.01 0.33
C -1.2370 0.2724 -1.6286 1.93 0.42 0.33
O -1.4444 1.3323 -2.2241 -0.58 -0.20 0.03
O -2.2269 -0.6216 -1.4268 -1.21 0.12 -0.36
C -3.5143 -0.2606 -1.9908 0.71 0.07 0.21
C -4.4158 -1.3840 -1.5632 -0.22 -0.38 0.18
O 1.6847 -1.8620 -0.9545 -0.58 -0.34 0.07
H -1.1470 -5.5744 -0.1907 0.15 -0.05 -0.02
H -1.7360 -4.1315 0.6435 -0.01 -0.04 -0.17
H -2.0079 -4.3259 -1.1032 0.06 -0.02 0.18
H 0.7114 -3.8406 0.2465 -0.18 0.02 -0.38
H 0.4483 -4.0728 -1.5181 -0.08 0.19 0.41
H 0.6895 1.8552 -1.5849 0.21 0.08 0.00
H 1.7907 1.0753 0.5401 0.27 0.03 -0.39
H 2.6307 -0.1573 -0.4316 0.15 0.36 0.30
H 2.9790 2.8528 -0.7824 0.07 0.14 0.00
H 4.1227 1.7794 0.0351 0.14 0.15 -0.12
H 4.7753 2.2396 -2.3714 0.03 -0.06 -0.01
H 4.4846 0.5250 -2.0619 0.04 -0.01 0.04
H 2.5591 2.4642 -3.4020 0.00 0.08 0.00
H 3.4066 1.1361 -4.1852 0.09 0.08 0.08
H 2.1437 -0.5120 -2.8071 0.05 0.16 -0.16
H 1.0111 0.5637 -3.6577 0.16 0.03 0.11
H -3.8387 0.7110 -1.5830 0.15 -0.29 -0.26
H -3.4440 -0.1860 -3.0897 0.05 0.09 0.41
H -5.4347 -1.2833 -1.9368 -0.03 0.14 -0.11
H -4.0130 -2.3354 -1.9268 -0.07 0.10 0.12
H -4.4619 -1.4189 -0.4702 0.03 -0.10 -0.12

---

51
Properties=species:S:1:pos:R:3:forces:R:3 method="wB97M-V/def2-TZVPD" charge=0 total_energy_ev=-52245.658 multiplicity=1 e_lumo_ev=0.2
C -3.6765 -0.2858 0.1147 -1.65 -0.88 -12.97
H -2.9639 -0.7224 -0.7665 -1.89 0.08 1.30
H -3.8712 -0.9963 0.6722 -2.38 -7.01 5.29
H -4.5592 0.1240 -0.4424 0.53 -0.38 0.70
C -2.8759 0.5725 0.6489 1.33 8.82 9.11
N -2.4121 1.6587 -0.0460 2.76 -1.08 -0.52
C -1.1784 1.5129 -0.3959 5.68 3.71 -8.08
C -0.6127 2.4291 -1.7162 -4.84 -1.22 4.41
C 0.7034 2.3210 -2.0971 -0.74 -0.75 2.79
O 1.3518 2.8554 -2.9107 2.09 3.00 -4.93
N 1.4609 1.5433 -1.2376 2.09 -4.89 2.72
C 0.8320 0.6943 -0.3974 10.61 -2.39 0.54
N -0.2863 0.5277 -0.0540 -11.33 1.42 2.85
N 1.6821 -0.2876 0.3825 -0.67 -0.03 -1.06
C 3.0472 -0.6061 -0.0355 -3.51 -0.79 14.92
C 3.3302 -0.2256 -1.2188 4.12 -1.66 -12.15
C 2.9567 1.0617 -1.5478 -1.92 11.26 -1.02
H 2.9700 1.4468 -2.5746 0.37 -1.09 -0.19
H 3.6070 2.0579 -1.0860 -1.50 -3.28 -0.78
H 4.4444 -0.2229 -1.3979 -0.95 -0.44 -0.07
H 2.8440 -0.8885 -2.1096 1.09 0.76 2.21
H 3.1768 -1.5554 0.4121 0.90 -1.53 -0.72
C 3.9081 0.3014 1.1783 1.23 -1.66 -2.43
F 3.8673 -0.3991 2.4803 0.02 2.71 -3.36
F 3.4526 1.5877 1.1197 0.94 -2.01 1.92
F 5.2758 0.3295 0.7318 -2.35 0.16 1.79
C 1.0231 -1.2499 1.4404 0.68 12.20 0.40
C -0.0872 -1.7751 0.9450 -7.99 -8.01 -1.64
C -1.2666 -2.2730 1.9369 4.11 -4.69 -16.79
N -2.1658 -3.0484 1.5535 -1.73 -0.71 -1.58
C -2.2162 -3.4201 0.2212 3.14 0.45 0.12
C -1.2495 -3.3199 -0.7803 0.81 3.86 6.91
C -0.1159 -2.4508 -0.2748 -2.29 -1.33 -0.62
H 0.6227 -2.4226 -1.0240 1.44 0.64 -0.47
Cl -1.3246 -4.0542 -2.2277 0.00 -0.86 -2.18
H -3.0366 -3.9492 0.0686 -3.64 -2.44 -1.11
H -1.1972 -1.8323 2.6586 0.72 7.92 15.19
H 0.6262 -0.3125 2.4254 0.95 -2.59 -2.54
H 1.7380 -1.6403 1.9680 3.93 -3.10 2.47
H -1.3069 3.2404 -2.0460 1.06 -1.01 0.03
C -3.1684 2.6793 -0.4640 -6.56 5.19 -3.97
H -2.8306 3.7677 -0.4505 0.99 -1.97 -0.13
C -4.5318 2.9099 0.3623 4.54 2.63 -0.24
O -4.0677 2.6384 1.6879 -3.01 12.47 -1.54
C -3.8182 1.4921 1.8577 9.47 -11.43 4.40
H -4.4882 0.8019 2.0804 -4.35 -2.88 0.82
H -3.0647 1.3374 2.9054 -1.76 0.66 -2.58
H -5.1214 2.1106 0.1365 -2.87 -1.36 -0.96
H -4.7856 4.0653 0.1508 -0.16 -3.14 0.91
H -3.7389 2.5588 -1.5790 2.15 0.05 2.09
H -2.0158 0.2839 1.1879 0.32 -1.35 0.72

---

46
Properties=species:S:1:pos:R:3:forces:R:3 method="wB97M-V/def2-TZVPD" relative_energy_kj_mol=1715.84 smiles="COc1ccccc1N1CCN(C(=O)COc2ccc(Cl)cc2)CC1" charge=0 total_energy_ev=-41672.849 multiplicity=1 e_lumo_ev=0.2
C 1.8351 3.4468 0.7592 6.80 -0.10 -5.32
O 2.1658 2.0759 0.3722 -1.08 -0.88 -0.30
C 3.4407 1.6139 -0.0404 -2.04 12.80 4.21
C 4.3913 2.6325 0.1840 -1.00 1.91 -0.67
C 5.6669 2.2126 0.0585 3.35 3.65 -2.01
C 6.0286 1.0392 -0.5032 -4.12 -2.43 1.50
C 4.9743 0.1154 -0.5245 4.35 0.95 -0.30
C 3.7401 0.3974 -0.2005 -2.16 -0.62 -1.73
N 2.6751 -0.3616 -0.2811 -1.35 -9.55 2.20
C 2.7119 -1.5965 0.4983 5.26 -0.98 5.94
C 2.2169 -2.8343 -0.0319 -5.55 -0.96 1.85
N 0.8184 -2.6298 -0.5677 -2.03 -3.96 6.19
C -0.2511 -3.1887 0.3915 3.93 -2.73 -1.38
O 0.0179 -4.2322 1.1049 -1.52 4.85 -2.69
C -1.6271 -2.6659 0.0818 7.13 6.21 -9.15
O -1.4961 -1.1175 0.2031 -3.37 -2.22 0.90
C -2.7945 -0.4877 0.2541 0.38 1.07 -4.99
C -4.0352 -1.0950 -0.3101 0.88 3.21 4.08
C -5.2288 -0.1899 -0.1717 2.51 -2.90 -2.20
C -5.0192 1.1868 -0.0273 -2.95 -2.41 0.68
Cl -6.3804 2.2352 -0.2538 -0.24 0.22 0.14
C -3.8606 1.6897 0.4447 0.29 -15.91 -3.31
C -2.6837 1.0088 0.1364 1.84 -4.50 5.34
C 0.7929 -1.4406 -1.3116 -9.15 0.91 5.23
C 1.3335 -0.3159 -0.6400 2.93 7.40 -6.26
H 0.8624 3.4453 0.8455 -4.97 0.15 0.84
H 2.1752 4.1940 -0.1976 -1.20 -1.77 2.50
H 2.4518 3.7481 1.5587 0.23 0.40 1.32
H 4.1354 3.8150 0.2890 0.71 -3.48 0.01
H 6.4903 2.9409 -0.0487 -0.49 0.15 1.00
H 6.9694 0.6681 -0.5385 2.90 -0.63 -0.51
H 5.1097 -0.8661 -0.4303 1.43 -4.18 -0.90
H 3.8803 -2.0704 0.7399 -2.60 2.10 -0.63
H 2.3440 -1.5665 1.6933 0.44 0.76 -2.95
H 2.1629 -3.7270 0.6317 0.39 1.00 -0.22
H 2.6412 -3.0533 -0.8764 3.39 -1.62 -4.65
H -2.2565 -3.0367 0.6259 -7.23 -3.73 6.13
H -1.9136 -2.8449 -1.1657 0.89 0.20 3.72
H -4.0515 -2.1859 -0.3403 -0.67 0.42 -0.32
H -6.1388 -0.7547 -0.4900 0.40 1.42 0.42
H -3.7195 2.5144 0.4575 2.17 18.45 1.22
H -1.6412 1.2769 0.6414 -2.16 0.26 -1.65
H -0.2827 -1.4005 -1.6567 1.45 0.98 -0.08
H 1.3543 -1.7016 -1.9549 7.03 -2.62 -9.72
H 1.3928 0.7968 -1.2947 -1.03 -3.30 0.81
H 0.7813 -0.0010 0.0645 -4.19 1.98 5.70

---

49
Properties=species:S:1:pos:R:3:forces:R:3 method="wB97M-V/def2-TZVPD" relative_energy_kj_mol=33.99 smiles="Cc1ccc(NC(=O)c2ccc(Cl)c(S(=O)(=O)NC[C@H]3CCCO3)c2)c(O)c1" charge=0 total_energy_ev=-56619.384 multiplicity=1 e_lumo_ev=-0.1
C -6.4747 -2.6152 -1.9124 0.02 -0.02 0.00
C -5.3208 -1.8101 -1.3996 0.11 0.09 0.06
C -4.0118 -2.1884 -1.6886 -0.01 0.00 0.03
C -2.9585 -1.4453 -1.2066 -0.13 0.08 0.03
C -3.1526 -0.3048 -0.4243 -0.52 -0.03 -0.13
N -1.9592 0.3224 0.0063 0.38 -0.11 -0.04
C -1.6949 1.4979 0.6017 0.04 -0.14 -0.08
O -2.5216 2.3228 0.9788 -0.09 0.11 0.09
C -0.2346 1.7280 0.8211 0.31 0.20 -0.01
C 0.1789 2.3987 1.9715 -0.13 -0.12 -0.20
C 1.5213 2.5737 2.2489 0.22 -0.11 -0.14
C 2.4773 2.0719 1.3699 -0.19 0.06 0.01
Cl 4.1455 2.1806 1.7239 0.24 0.25 0.54
C 2.0652 1.4605 0.1958 0.47 -0.33 -0.36
S 3.2248 0.7158 -0.9465 0.44 -0.55 0.08
O 4.4016 1.4985 -1.1375 0.04 0.11 0.04
O 2.4983 0.3293 -2.1256 -0.35 0.14 0.06
N 3.6881 -0.6411 -0.0610 -0.06 0.88 -0.34
C 2.6549 -1.4534 0.5427 -0.65 -0.13 0.12
C 1.5850 -2.0214 -0.4261 0.44 0.01 -0.19
C 1.6488 -3.5544 -0.6031 -0.07 0.10 0.01
C 0.3007 -4.0537 -0.0659 -0.09 0.22 0.07
C -0.1749 -2.8689 0.7731 -0.16 -0.39 0.13
O 0.2799 -1.7287 0.0676 -0.21 0.14 -0.09
C 0.7248 1.2948 -0.0860 -0.25 0.12 0.10
C -4.4670 0.0909 -0.1289 0.16 -0.18 -0.10
O -4.8169 1.1455 0.6191 0.08 0.27 0.20
C -5.5192 -0.6818 -0.6309 0.16 0.03 0.01
H -6.4451 -3.6230 -1.4992 -0.07 -0.07 0.00
H -7.4206 -2.1559 -1.6400 -0.10 -0.01 -0.01
H -6.4255 -2.6997 -2.9970 -0.06 -0.03 -0.07
H -3.8237 -3.0634 -2.2923 0.05 -0.10 -0.08
H -1.9446 -1.7398 -1.4379 0.15 -0.03 -0.03
H -1.1482 -0.2608 -0.1817 0.01 0.08 0.18
H -0.5735 2.7684 2.6518 -0.05 0.04 0.06
H 1.8402 3.0758 3.1478 0.05 0.04 0.09
H 4.3597 -1.1677 -0.6004 0.26 0.07 -0.15
H 2.1390 -0.8173 1.2683 -0.01 -0.21 0.04
H 3.1534 -2.2534 1.0962 0.01 0.13 -0.02
H 1.6790 -1.4954 -1.3798 -0.06 -0.22 0.20
H 1.7893 -3.8251 -1.6472 0.05 -0.03 0.00
H 2.4752 -3.9729 -0.0291 0.04 -0.03 -0.03
H 0.3908 -4.9650 0.5194 -0.03 -0.07 0.00
H -0.3976 -4.2276 -0.8841 -0.03 -0.03 0.01
H -1.2593 -2.7976 0.8605 0.03 -0.01 0.07
H 0.2703 -2.8950 1.7771 -0.06 0.00 -0.02
H 0.4702 0.8349 -1.0278 -0.14 -0.10 -0.05
H -4.0275 1.7068 0.8350 -0.11 -0.16 -0.09
H -6.5162 -0.3521 -0.3823 -0.13 0.04 0.03

---

50
Properties=species:S:1:pos:R:3:forces:R:3 method="wB97M-V/def2-TZVPD" relative_energy_kj_mol=484.91 smiles="O=S(=O)(CC(F)(F)F)N1CCC(Cn2ccc3cc(-c4cn[nH]c4)ccc32)CC1" charge=0 total_energy_ev=-49083.257 multiplicity=1 e_lumo_ev=0.4
O -3.4323 3.6240 -2.8414 0.83 -0.77 -0.28
S -2.4277 4.4144 -2.1869 -1.20 -0.04 2.51
O -2.9797 5.5281 -1.4363 1.29 -0.93 0.46
C -1.3970 5.1665 -3.4071 0.01 0.46 0.66
C -2.0027 6.5385 -3.8847 -0.10 -2.87 0.41
F -3.3730 6.5030 -4.0815 1.96 0.79 1.07
F -1.4879 6.7148 -5.0759 0.49 0.91 -1.39
F -1.4960 7.4539 -3.0616 -1.40 0.69 -0.22
N -1.3204 3.3684 -1.1436 0.36 1.00 -3.00
C -1.7355 3.2420 0.2425 -1.07 -1.14 0.29
C -0.7439 2.5166 1.2000 1.50 0.70 -4.13
C -0.0942 1.2417 0.5622 -1.62 0.96 -0.10
C -1.0386 0.0831 0.9649 1.30 -0.82 -1.38
N -0.2956 -0.7922 1.9297 -0.17 0.37 -1.86
C -0.5718 -0.9492 3.2590 -2.56 -1.11 1.19
C -0.1916 -2.1781 3.6921 1.45 -1.45 -0.63
C 0.6251 -2.7915 2.5774 -1.46 2.06 1.35
C 1.3732 -3.9412 2.4383 1.33 -1.65 1.24
C 2.0033 -4.2242 1.2415 0.86 -1.95 -1.76
C 2.6853 -5.6288 1.0641 -0.10 -0.11 1.96
C 2.8382 -6.6665 2.1490 -0.49 1.43 -2.88
N 3.4417 -7.7287 1.6391 1.05 -0.46 -0.44
N 3.7911 -7.4536 0.2895 -1.08 0.87 1.63
C 3.3057 -6.2242 -0.0166 -0.27 1.00 1.26
C 1.8758 -3.3511 0.1131 -0.93 0.10 1.60
C 1.1341 -2.1769 0.2706 -0.86 0.19 -0.57
C 0.5223 -1.8709 1.4984 -0.40 -0.50 0.88
C 0.1894 1.4409 -1.0087 -1.29 -0.49 1.56
C -1.0593 2.0141 -1.7295 0.20 -0.36 1.75
H -1.3395 4.4578 -4.1908 0.03 -0.47 -1.08
H -0.3912 5.3617 -3.0225 -0.31 0.01 0.05
H -1.8929 4.2031 0.6347 -0.27 1.43 0.43
H -2.7142 2.7691 0.1897 -0.36 -0.44 0.61
H -1.0934 2.3966 2.1894 -0.53 -0.20 0.91
H 0.1179 3.1563 1.1635 0.34 0.98 0.73
H 0.7854 1.1637 1.1819 0.69 -0.57 -0.48
H -2.0032 0.5005 1.2808 0.42 -0.50 0.82
H -1.3353 -0.4962 0.0474 0.50 -0.02 0.89
H -1.3487 -0.3817 3.8525 1.18 -0.13 -1.28
H -0.5450 -2.7091 4.5948 0.69 0.72 -0.48
H 1.6163 -4.6643 3.2995 -0.94 1.40 -1.26
H 2.3982 -6.5467 3.1778 0.89 -0.86 -1.28
H 4.4312 -7.9923 -0.3378 -1.12 0.34 1.62
H 3.5064 -5.7114 -0.9095 0.26 0.10 -1.30
H 2.2333 -3.6444 -0.8622 0.13 0.07 0.00
H 0.8095 -1.5886 -0.5976 0.68 -0.10 0.21
H 0.9887 2.1411 -1.1785 0.51 0.22 0.13
H 0.4626 0.4742 -1.4605 -0.08 0.29 0.18
H -1.9213 1.3867 -1.5340 -0.42 -0.32 0.28
H -0.9027 1.8507 -2.7762 0.10 1.17 -0.86

---

46
Properties=species:S:1:pos:R:3:forces:R:3 method="wB97M-V/def2-TZVPD" relative_energy_kj_mol=71.38 smiles="CCCC(=O)c1ccc(N2CCN(C(=O)c3cccs3)CC2)c(F)c1" charge=0 total_energy_ev=-40671.861 multiplicity=1 e_lumo_ev=0.4
C -3.6592 -1.8308 1.2795 0.04 0.19 0.15
C -3.7223 -0.3297 1.5338 -0.06 -0.08 -0.05
C -4.3060 0.4189 0.3292 -0.05 -0.10 0.04
C -3.4355 0.2467 -0.8981 -0.43 0.12 0.11
O -3.8275 -0.3485 -1.8799 0.04 -0.08 0.02
C -2.0627 0.7890 -0.8243 0.62 0.07 -0.30
C -1.6538 1.8067 0.0374 -0.13 -0.20 -0.09
C -0.3435 2.2210 0.0713 0.06 -0.02 0.00
C 0.6666 1.6315 -0.7113 -0.46 0.00 -0.20
N 1.9668 2.0722 -0.5951 0.16 0.13 -0.18
C 3.0318 1.5516 -1.4237 0.14 -0.11 -0.23
C 3.5175 0.1838 -0.8722 0.06 0.02 -0.39
N 3.1636 0.1173 0.5289 0.22 -0.05 0.19
C 2.0738 -0.5498 1.0174 0.07 0.05 0.29
O 1.5209 -0.1923 2.0457 -0.10 0.09 0.01
C 1.5917 -1.7461 0.3095 -0.10 -0.63 -0.27
C 0.2791 -2.1319 0.2972 0.40 0.24 0.07
C 0.0638 -3.3430 -0.3869 0.01 -0.17 -0.10
C 1.2168 -3.8819 -0.8625 0.36 0.15 0.03
S 2.5863 -2.9145 -0.5004 -0.55 0.06 0.18
C 3.4803 1.3637 1.1977 -0.05 0.01 0.27
C 2.4907 2.4511 0.7068 0.05 0.08 0.24
C 0.2103 0.6557 -1.6144 -0.15 -0.02 -0.06
F 1.0598 0.0255 -2.4740 0.00 0.10 0.14
C -1.1007 0.2506 -1.6761 -0.10 0.14 0.17
H -4.6561 -2.2312 1.1085 -0.08 -0.09 -0.05
H -3.2220 -2.3439 2.1331 0.04 -0.10 0.03
H -3.0551 -2.0434 0.4002 0.07 -0.12 -0.11
H -4.3490 -0.1350 2.4071 0.07 0.06 0.01
H -2.7200 0.0458 1.7510 -0.05 0.03 0.09
H -4.4026 1.4807 0.5618 -0.03 0.06 -0.01
H -5.2967 0.0238 0.0968 0.04 0.08 -0.07
H -2.3670 2.3074 0.6731 -0.07 0.02 0.11
H -0.0865 3.0405 0.7229 0.06 0.05 0.03
H 2.7109 1.4638 -2.4589 0.10 0.04 0.09
H 3.8428 2.2850 -1.3869 -0.03 -0.03 -0.02
H 4.6033 0.0920 -0.9730 -0.04 -0.01 -0.04
H 3.0511 -0.6316 -1.4184 0.06 0.17 0.04
H -0.4949 -1.5465 0.7592 -0.11 0.15 0.13
H -0.9035 -3.7943 -0.5146 -0.16 -0.11 -0.04
H 1.3527 -4.7945 -1.4082 -0.03 -0.21 -0.10
H 4.5154 1.6186 0.9622 -0.03 -0.01 0.00
H 3.3769 1.2195 2.2729 0.09 0.10 -0.10
H 1.6792 2.5262 1.4255 0.08 0.03 -0.06
H 2.9932 3.4209 0.6272 -0.03 -0.03 0.09
H -1.3808 -0.5206 -2.3773 0.00 -0.09 -0.07